The following is a quantum chemistry calculation of 10 unconnected molecules or ions with the total composition C48H102F4O36P6 in a non-equilibrium geometry, from the OMol25 dataset.

- Charge: 0
- SMILES: O=C1OC[C@@H](F)O1.O=C1OC[C@@H](F)O1.O=C1OC[C@@H](F)O1.O=C1OC[C@@H](F)O1.CCOP(=O)(OCC)OCC.CCOP(=O)(OCC)OCC.CCOP(=O)(OCC)OCC.CCOP(=O)(OCC)OCC.CCOP(=O)(OCC)OCC.CCOP(=O)(OCC)OCC
- Relative energy (zero: lowest compared OMol25 entry of this formula, charge and spin): 537.7 kJ/mol
- Orbital gap: 10.1 eV
- E_tot: -191750.226 eV

Each line ends with the Mulliken charge.
Element x y z (Å)
O (4.855, 0.734, -3.210)  -0.6341
C (5.872, 0.466, -3.857)  0.7461
O (5.951, 0.138, -5.035)  -0.2748
C (7.293, 0.297, -5.508)  -0.2533
C (8.002, -0.171, -4.224)  0.3001
F (9.184, 0.476, -4.166)  -0.2603
O (7.075, 0.357, -3.281)  -0.3074
H (7.522, -0.324, -6.374)  0.2936
H (7.475, 1.337, -5.780)  0.1098
H (8.159, -1.249, -4.218)  0.2768
O (-3.625, 1.563, -3.788)  -0.5712
C (-3.987, 2.745, -3.664)  0.6849
O (-5.237, 3.139, -3.577)  -0.3043
C (-5.266, 4.530, -3.357)  -0.3947
C (-3.875, 4.983, -3.550)  0.3916
F (-3.453, 5.789, -2.513)  -0.2732
O (-3.140, 3.817, -3.581)  -0.2903
H (-5.884, 4.931, -4.160)  0.2405
H (-5.746, 4.979, -2.487)  0.2981
H (-3.746, 5.455, -4.524)  0.2175
O (-0.942, 0.350, 4.007)  -0.5321
C (-0.517, 0.473, 2.887)  0.6533
O (0.594, 1.191, 2.564)  -0.3169
C (0.695, 1.362, 1.155)  -0.3043
C (-0.096, 0.069, 0.768)  0.2166
F (0.665, -1.082, 0.968)  -0.2842
O (-1.076, -0.037, 1.735)  -0.3054
H (0.366, 2.321, 0.754)  0.2829
H (1.706, 1.189, 0.785)  0.2578
H (-0.564, -0.096, -0.202)  0.3293
O (-0.146, -7.150, 1.084)  -0.6109
C (-0.096, -6.499, 2.191)  0.7172
O (1.006, -6.108, 2.783)  -0.3092
C (0.626, -5.342, 4.014)  -0.3359
C (-0.794, -5.650, 4.180)  0.4216
F (-1.562, -4.544, 4.518)  -0.2676
O (-1.153, -6.263, 2.983)  -0.2796
H (1.211, -5.579, 4.903)  0.2465
H (0.929, -4.324, 3.770)  0.2376
H (-1.022, -6.332, 5.000)  0.1782
C (-4.402, 4.982, 4.851)  -1.1865
C (-3.242, 4.957, 3.977)  -0.1899
O (-2.934, 6.279, 3.739)  -0.2761
P (-1.331, 6.781, 3.817)  0.8889
O (-0.317, 6.106, 3.028)  -0.7022
O (-1.053, 7.002, 5.406)  -0.2359
C (0.270, 6.773, 5.889)  -0.2871
C (0.693, 8.270, 6.114)  -1.1069
O (-1.553, 8.324, 3.271)  -0.3436
C (-1.866, 8.539, 1.894)  -0.0486
C (-1.991, 9.954, 1.546)  -1.2079
H (-4.183, 5.539, 5.761)  0.2931
H (-5.429, 5.128, 4.517)  0.3166
H (-4.499, 3.928, 5.110)  0.3654
H (-2.443, 4.391, 4.457)  0.3547
H (-3.550, 4.611, 2.991)  0.2463
H (0.201, 6.241, 6.838)  0.3660
H (1.127, 6.350, 5.365)  0.2944
H (-0.113, 8.804, 6.616)  0.2765
H (1.475, 8.110, 6.856)  0.4155
H (1.135, 8.824, 5.285)  0.2949
H (-1.206, 8.054, 1.175)  0.2683
H (-2.873, 8.127, 1.971)  0.2535
H (-2.788, 10.163, 0.833)  0.3249
H (-1.984, 10.483, 2.499)  0.3094
H (-1.065, 10.274, 1.069)  0.3180
C (5.689, -2.010, 1.714)  -1.2201
C (5.825, -3.224, 2.651)  -0.0980
O (6.454, -2.621, 3.782)  -0.2231
P (6.454, -3.362, 5.260)  0.9297
O (5.398, -4.454, 5.433)  -0.7094
O (7.981, -3.803, 5.505)  -0.3433
C (8.389, -5.151, 5.348)  -0.1973
C (9.426, -5.330, 4.293)  -1.1195
O (6.144, -2.108, 6.177)  -0.3753
C (4.804, -1.551, 6.163)  -0.2634
C (3.941, -1.859, 7.450)  -1.0659
H (5.301, -2.304, 0.739)  0.4271
H (4.962, -1.254, 2.011)  0.2720
H (6.624, -1.483, 1.521)  0.2858
H (4.947, -3.737, 3.044)  0.3115
H (6.390, -4.026, 2.177)  0.2763
H (8.751, -5.490, 6.318)  0.3168
H (7.493, -5.727, 5.117)  0.3305
H (9.116, -5.162, 3.261)  0.2638
H (10.283, -4.689, 4.501)  0.2905
H (9.887, -6.297, 4.494)  0.3756
H (4.753, -0.471, 6.025)  0.3779
H (4.301, -1.747, 5.215)  0.2195
H (2.906, -1.579, 7.255)  0.3523
H (3.820, -2.932, 7.601)  0.2959
H (4.385, -1.432, 8.348)  0.2939
C (10.030, 4.902, -6.306)  -1.1899
C (8.730, 5.722, -6.119)  -0.2569
O (8.077, 5.298, -4.945)  -0.1451
P (7.567, 6.368, -3.843)  0.8042
O (8.291, 7.700, -3.810)  -0.7362
O (6.040, 6.306, -4.318)  -0.2661
C (5.192, 5.172, -4.362)  -0.0626
C (5.092, 4.683, -5.758)  -1.1279
O (7.602, 5.494, -2.486)  -0.2467
C (6.996, 6.062, -1.351)  -0.3687
C (5.641, 5.530, -1.096)  -1.1571
H (10.683, 5.253, -5.507)  0.3134
H (9.960, 3.815, -6.256)  0.2370
H (10.457, 5.102, -7.288)  0.3891
H (8.979, 6.771, -5.962)  0.3808
H (8.165, 5.693, -7.051)  0.3010
H (5.443, 4.515, -3.529)  0.1566
H (4.208, 5.368, -3.936)  0.3755
H (5.987, 4.151, -6.084)  0.1174
H (4.302, 3.932, -5.756)  0.4457
H (4.763, 5.462, -6.446)  0.2838
H (7.664, 5.912, -0.503)  0.4628
H (6.930, 7.149, -1.294)  0.3115
H (5.488, 4.473, -1.313)  0.2857
H (5.442, 5.626, -0.029)  0.3980
H (4.943, 6.211, -1.584)  0.2977
C (-2.789, -3.470, -12.410)  -1.0083
C (-2.435, -2.878, -11.045)  -0.3095
O (-1.063, -3.018, -10.608)  -0.3135
P (-0.058, -1.708, -10.749)  0.9506
O (-0.649, -0.461, -11.306)  -0.6589
O (0.599, -1.463, -9.276)  -0.3736
C (-0.279, -1.257, -8.220)  -0.1090
C (0.496, -0.924, -6.917)  -1.3019
O (1.213, -2.270, -11.566)  -0.3964
C (1.151, -2.710, -12.874)  -0.1973
C (0.492, -1.805, -13.931)  -1.0600
H (-3.372, -4.380, -12.266)  0.3144
H (-3.565, -2.891, -12.910)  0.3125
H (-1.926, -3.528, -13.074)  0.2340
H (-2.889, -1.891, -10.952)  0.3366
H (-2.979, -3.431, -10.281)  0.4202
H (-1.175, -0.688, -8.468)  0.3733
H (-0.683, -2.259, -8.079)  0.2370
H (-0.177, -1.111, -6.081)  0.3552
H (1.409, -1.516, -6.854)  0.3193
H (0.895, 0.082, -6.782)  0.3319
H (2.184, -2.783, -13.214)  0.2655
H (0.673, -3.690, -12.889)  0.2664
H (0.069, -2.305, -14.802)  0.3925
H (-0.374, -1.242, -13.582)  0.2926
H (0.987, -0.996, -14.468)  0.3270
C (-10.328, 1.762, 14.298)  -0.9739
C (-9.052, 0.952, 14.317)  -0.2719
O (-8.621, 0.541, 13.041)  -0.2824
P (-8.161, 1.482, 11.806)  0.8146
O (-7.258, 2.641, 12.129)  -0.7036
O (-9.675, 2.156, 11.527)  -0.2939
C (-10.599, 1.505, 10.652)  -0.1703
C (-11.906, 2.221, 10.645)  -1.1601
O (-7.809, 0.546, 10.557)  -0.2593
C (-6.478, -0.078, 10.364)  -0.2901
C (-5.687, 0.079, 8.943)  -1.1581
H (-11.146, 1.321, 13.729)  0.1574
H (-10.662, 1.879, 15.329)  0.4063
H (-10.257, 2.744, 13.830)  0.3029
H (-8.364, 1.551, 14.912)  0.2664
H (-9.038, 0.046, 14.922)  0.3532
H (-10.171, 1.436, 9.651)  0.2873
H (-10.541, 0.491, 11.045)  0.3795
H (-12.349, 1.998, 11.616)  0.2625
H (-11.693, 3.249, 10.350)  0.2790
H (-12.630, 1.802, 9.946)  0.3863
H (-5.850, 0.320, 11.161)  0.3483
H (-6.489, -1.131, 10.647)  0.3337
H (-5.516, 1.111, 8.637)  0.3293
H (-4.750, -0.477, 8.906)  0.3467
H (-6.426, -0.156, 8.177)  0.3101
C (-3.381, -5.103, -2.784)  -1.2807
C (-3.498, -6.617, -2.920)  -0.0272
O (-4.533, -6.930, -3.800)  -0.3857
P (-4.513, -8.481, -4.347)  0.8952
O (-5.722, -8.844, -5.139)  -0.7663
O (-3.092, -8.794, -5.028)  -0.0872
C (-2.807, -8.284, -6.306)  -0.3993
C (-1.916, -7.096, -6.276)  -0.9566
O (-4.316, -9.364, -2.921)  -0.3092
C (-4.262, -10.766, -2.949)  -0.3177
C (-2.747, -11.105, -3.238)  -0.9471
H (-2.575, -4.832, -2.102)  0.3864
H (-2.942, -4.810, -3.737)  0.2799
H (-4.299, -4.589, -2.498)  0.3161
H (-2.503, -6.990, -3.162)  0.1907
H (-3.799, -7.161, -2.024)  0.3787
H (-2.206, -8.975, -6.897)  0.3241
H (-3.773, -8.079, -6.767)  0.3766
H (-1.464, -6.971, -5.292)  0.2057
H (-1.120, -7.177, -7.016)  0.3673
H (-2.485, -6.184, -6.456)  0.2709
H (-4.469, -10.954, -1.895)  0.2944
H (-4.978, -11.324, -3.552)  0.2907
H (-2.113, -10.274, -2.931)  0.2269
H (-2.561, -11.966, -2.596)  0.4146
H (-2.655, -11.529, -4.238)  0.2595

The following is a quantum chemistry calculation of 3 unconnected molecules or ions with the total composition C3H15N2O2S in a non-equilibrium geometry, from the OMol25 dataset.

- Charge: +2
- Relative energy (zero: lowest compared OMol25 entry of this formula, charge and spin): 42.7 kJ/mol
- Orbital gap (spin up / spin down): 10.7 / 4.7 eV
- E_tot: -21245.245 eV
- Spin multiplicity: 2

Each line ends with the Mulliken charge.
Element x y z (Å)
N (-0.283, -0.015, -1.011)  -0.2549
C (0.408, -0.373, 0.271)  -0.0208
C (1.594, 0.455, 0.558)  -0.6526
S (2.908, 0.083, -0.633)  0.2613
C (-0.632, -0.140, 1.525)  -0.7739
N (-1.966, -0.495, 1.185)  -0.4856
H (-1.268, 0.067, -0.904)  0.3696
H (0.039, 0.958, -1.350)  0.4159
H (-0.163, -0.784, -1.836)  0.4739
H (0.625, -1.518, 0.191)  0.2536
H (1.435, 1.596, 0.508)  0.2670
H (1.991, 0.430, 1.650)  0.4821
H (3.431, -1.038, -0.226)  0.2995
H (-0.625, 0.977, 1.720)  0.4086
H (-0.174, -0.597, 2.450)  0.4081
H (-2.593, 0.033, 1.781)  0.2763
H (-2.160, -1.436, 1.414)  0.2122
H (0.203, 3.467, -0.120)  0.3325
H (-1.105, 3.481, -1.065)  0.3101
O (-0.528, 2.931, -0.503)  -0.6193
H (0.132, -3.090, -2.413)  0.3909
H (-0.763, -2.648, -1.154)  0.3371
O (-0.506, -2.344, -2.038)  -0.6916